1.
Formula: C4H5NO
Source: the OMol25 dataset
Level of theory: ωB97M-V/def2-TZVPD

```
11
Properties=species:S:1:pos:R:3:forces:R:3:mulliken_charge:R:1
C 2.5082 0.0596 -0.8266 -0.9 0.2 0.4 0.122
C 1.4505 -0.1516 -0.2720 0.5 0.2 -0.2 -0.473
C 0.2059 -0.7558 0.2595 0.6 0.4 0.3 -0.439
C -1.1699 -0.1432 0.4774 -0.1 -0.3 -0.8 0.333
N -1.3464 1.1355 -0.0211 -0.3 -0.3 0.7 -0.447
O -2.0524 -0.9367 0.7263 0.0 0.8 0.3 -0.550
H 3.4172 0.3204 -1.3420 -0.4 -0.1 0.3 0.396
H 0.4126 -1.3892 1.1307 -0.1 -0.3 -0.7 0.336
H -0.2268 -1.2328 -0.6081 0.7 -1.5 -0.3 0.206
H -2.3349 1.3261 -0.1278 0.0 0.3 0.3 0.261
H -0.8640 1.7676 0.6038 0.1 0.6 -0.5 0.254
```
Positions in Å, forces in eV/Å.

Results
SMILES: C#CCC(N)=O
Energy above the lowest of the compared OMol25 structures with the same formula, charge and spin, kcal per mole: 51.06
Gap between HOMO and LUMO, eV: 10.63
Electronic energy, hartree: -285.3332



2.
Formula: C4H5NO
Source: the OMol25 dataset
Level of theory: ωB97M-V/def2-TZVPD

```
11
Properties=species:S:1:pos:R:3:forces:R:3:mulliken_charge:R:1
C 0.8548 0.6194 0.7944 -0.2 -0.2 0.2 -1.193
C -0.4056 -0.0379 0.1340 0.2 0.3 0.0 0.481
C -0.9967 -1.3578 0.5127 -0.2 -0.5 0.2 0.030
N -1.6223 -2.3230 0.6731 1.0 1.3 -0.1 -0.409
C -0.1254 -0.0202 -1.3794 0.3 0.3 -0.2 -0.059
O 0.6868 0.7449 -1.8303 -0.5 -0.4 -0.2 -0.449
H 0.7105 0.8223 1.8551 0.0 -0.3 0.0 0.361
H 1.7759 0.0440 0.6365 -0.4 -0.1 0.1 0.324
H 1.0336 1.5906 0.3050 -0.3 -0.5 0.1 0.331
H -1.2446 0.6479 0.3323 0.1 0.0 -0.3 0.190
H -0.6670 -0.7301 -2.0334 -0.1 0.1 0.2 0.392
```
Positions in Å, forces in eV/Å.

Results
SMILES: C[C@H](C#N)C=O
Energy above the lowest of the compared OMol25 structures with the same formula, charge and spin, kcal per mole: 22.74
Gap between HOMO and LUMO, eV: 11.11
Electronic energy, hartree: -285.3784



Which value of energy above the lowest of the compared OMol25 structures with the same formula, charge and spin does entry 1 give?
51.06 kcal per mole